(1)
{
  "formula": "C17H45F3N11O2P2",
  "method": "wB97M-V/def2-TZVPD",
  "symbols": ["P", "P", "F", "F", "F", "O", "O", "N", "N", "N", "N", "N", "N", "N", "N", "N", "N", "N", "C", "C", "C", "C", "C", "C", "C", "C", "C", "C", "C", "C", "C", "C", "C", "C", "C", "H", "H", "H", "H", "H", "H", "H", "H", "H", "H", "H", "H", "H", "H", "H", "H", "H", "H", "H", "H", "H", "H", "H", "H", "H", "H", "H", "H", "H", "H", "H", "H", "H", "H", "H", "H", "H", "H", "H", "H", "H", "H", "H", "H", "H"],
  "coordinates": [[2.560, 4.958, 1.346], [-3.361, -3.739, -3.878], [-2.011, -3.942, 3.831], [-2.842, -1.700, 3.558], [-2.925, -3.244, 1.741], [-2.118, -3.566, -4.785], [3.242, 3.589, 1.584], [1.464, -1.153, 2.022], [2.633, -3.263, 2.364], [3.816, 5.426, 0.290], [-0.697, -2.485, 2.430], [1.775, 6.532, 1.072], [-4.791, -3.938, -2.837], [-0.421, -0.043, 3.151], [2.933, 5.523, 2.930], [1.946, 0.118, 2.294], [-2.396, -4.415, -2.644], [-3.999, -5.018, -4.842], [3.414, -2.731, 3.573], [-4.784, -3.114, -1.611], [3.737, 6.690, 3.256], [-2.590, -5.642, -1.901], [-1.459, -3.513, -1.979], [4.603, 6.641, 0.287], [2.395, -2.157, 1.346], [3.896, 4.718, -0.986], [-4.265, -6.376, -4.395], [0.563, 6.689, 1.916], [-2.086, -2.759, 2.899], [0.035, -1.330, 2.520], [1.298, 6.755, -0.308], [3.117, 4.523, 3.988], [-3.620, -5.062, -6.258], [0.820, 0.842, 2.996], [-6.037, -3.546, -3.544], [4.105, 4.058, 3.939], [-1.832, -5.789, -1.119], [3.422, -1.636, 1.124], [-0.185, -3.302, 1.975], [1.944, -2.592, 0.342], [4.893, 4.781, -1.437], [-4.324, -5.665, -6.844], [2.354, 3.740, 3.917], [3.171, 5.106, -1.706], [5.240, 6.700, 1.171], [0.786, 6.644, 2.985], [-6.224, -4.152, -4.434], [-5.009, -6.856, -5.043], [-3.557, -5.689, -1.392], [-2.484, -6.515, -2.546], [0.100, 7.670, 1.755], [0.749, 1.932, 3.419], [4.805, 6.463, 3.236], [3.537, 7.539, 2.599], [3.233, -4.011, 1.951], [-2.619, -5.478, -6.398], [0.698, 5.909, -0.661], [3.690, -3.701, 4.211], [-4.702, -6.415, -3.394], [5.304, 6.691, -0.556], [-5.743, -3.164, -1.091], [2.774, -2.033, 4.268], [-1.958, -2.898, -1.227], [2.870, 0.573, 2.126], [-0.637, -4.050, -1.491], [3.499, 7.054, 4.264], [2.998, 4.965, 4.984], [-5.996, -2.497, -3.853], [-0.984, -2.834, -2.693], [-6.912, -3.693, -2.901], [-3.364, -6.993, -4.418], [3.695, 3.650, -0.863], [-3.650, -4.059, -6.698], [-0.172, 5.909, 1.692], [4.436, -2.212, 3.262], [0.699, 7.666, -0.382], [3.995, 7.547, 0.226], [2.125, 6.909, -1.008], [-4.563, -2.066, -1.840], [-4.052, -3.471, -0.881]],
  "forces_ev_per_a": [[7.96, 3.50, 2.76], [2.57, -8.46, -0.69], [-0.29, 4.13, -3.13], [3.33, -3.69, -2.53], [2.98, 1.75, 3.86], [-1.88, 4.37, 0.16], [-4.37, -1.88, -1.08], [-2.29, -1.13, 0.18], [0.72, 1.46, -0.15], [0.71, -0.13, -1.89], [-0.01, -0.25, -0.29], [-3.18, -2.34, -0.39], [-0.66, 3.57, -1.01], [6.84, -1.06, -2.93], [-0.39, -0.41, 1.05], [-6.07, 2.85, 3.40], [1.48, 0.29, 2.08], [-0.47, -0.10, -0.89], [0.65, -0.97, 0.81], [0.50, -0.13, 0.68], [-0.60, 0.80, 0.02], [-0.44, -0.34, 0.12], [0.15, 0.18, -0.62], [0.00, 0.62, 0.21], [0.91, -1.17, 0.19], [-0.03, -0.57, 0.11], [-0.92, 0.10, 0.39], [-0.30, 0.49, 0.77], [-2.68, -1.84, 0.67], [2.48, 5.24, 1.02], [0.51, 0.19, -0.81], [-0.27, -0.11, -0.27], [0.03, 0.56, -0.03], [-1.45, -4.53, -1.17], [-0.73, -0.38, -0.39], [0.06, -0.13, 0.02], [-0.02, 0.43, -0.22], [-2.15, -0.40, 0.22], [-1.23, 1.18, 1.03], [0.76, 1.05, 2.21], [-0.15, 0.14, 0.22], [-0.05, -0.06, 0.37], [0.24, 0.06, -0.06], [0.01, 0.04, -0.33], [-0.16, 0.10, 0.02], [0.23, -0.15, -0.31], [0.38, 0.07, 0.19], [0.15, 0.13, -0.09], [-0.16, -0.15, 0.01], [-0.19, 0.05, 0.02], [0.15, -0.20, -0.24], [0.78, -2.34, -1.16], [0.12, -0.06, -0.01], [0.07, -0.31, -0.09], [-0.84, 0.89, 0.14], [0.09, 0.03, -0.06], [-0.10, 0.26, -0.08], [-0.59, 2.30, -1.33], [0.24, 0.15, -0.06], [-0.39, -0.36, 0.03], [-0.05, -0.02, -0.33], [1.20, -1.34, -1.59], [0.02, 0.19, 0.39], [-0.84, -0.99, -0.22], [-0.18, -0.17, -0.09], [-0.01, -0.21, -0.04], [0.03, 0.23, -0.26], [-0.23, 0.00, 0.12], [-0.17, -0.07, -0.09], [0.31, 0.11, 0.12], [0.14, -0.08, -0.03], [-0.07, 0.10, 0.13], [0.21, -0.24, 0.14], [-0.16, 0.23, -0.05], [-2.12, -0.87, 0.62], [-0.03, -0.15, 0.31], [0.00, 0.17, 0.11], [0.03, -0.24, 0.26], [-0.19, 0.00, 0.20], [0.10, -0.02, -0.31]],
  "lowdin_charge": [0.7456, 0.7554, 0.0257, 0.0818, 0.0162, -0.3080, -0.3488, -0.0543, -0.1396, -0.3380, 0.1725, -0.2634, -0.2720, 0.1201, -0.3348, 0.0875, -0.3320, -0.3379, -0.1368, -0.1336, -0.1350, -0.1299, -0.1554, -0.1249, -0.1483, -0.1385, -0.1430, -0.1331, -0.2226, -0.1370, -0.1251, -0.1433, -0.1398, 0.0651, -0.1325, 0.0813, 0.0765, 0.1437, 0.1895, 0.1567, 0.0837, 0.0801, 0.0406, 0.0619, 0.0635, 0.0743, 0.0760, 0.0821, 0.0708, 0.0635, 0.0887, 0.1462, 0.0811, 0.0739, 0.1159, 0.0809, 0.0899, 0.1145, 0.0696, 0.0868, 0.0868, 0.0912, 0.0474, 0.1812, 0.0672, 0.0840, 0.0836, 0.0829, 0.0683, 0.0854, 0.0781, 0.0633, 0.0732, 0.0805, 0.1005, 0.0892, 0.0723, 0.0703, 0.0883, 0.0520],
  "homo_ev": -9.706,
  "energy_ev": -65557.5026,
  "largest_force_ev_per_a": 9.1,
  "multiplicity": 1,
  "gap_ev": 5.701,
  "total_charge": 1
}

(2)
{
  "formula": "C17H45NO7",
  "method": "wB97M-V/def2-TZVPD",
  "symbols": ["O", "O", "O", "O", "O", "O", "O", "N", "C", "C", "C", "C", "C", "C", "C", "C", "C", "C", "C", "C", "C", "C", "C", "C", "C", "H", "H", "H", "H", "H", "H", "H", "H", "H", "H", "H", "H", "H", "H", "H", "H", "H", "H", "H", "H", "H", "H", "H", "H", "H", "H", "H", "H", "H", "H", "H", "H", "H", "H", "H", "H", "H", "H", "H", "H", "H", "H", "H", "H", "H"],
  "coordinates": [[-3.992, -5.210, -0.484], [-2.207, -0.096, 0.976], [4.015, -1.385, -1.527], [-1.861, -3.533, -0.193], [-6.170, -1.469, -0.161], [1.249, 3.994, -4.013], [3.218, -0.512, 4.605], [3.338, -0.356, 1.850], [-3.936, -4.364, 0.639], [2.167, 4.237, -2.940], [3.146, -0.365, 0.406], [-7.346, 0.487, -0.785], [-0.692, -0.076, -0.899], [-0.910, 0.331, 0.551], [-5.968, -0.036, -0.298], [4.067, -0.525, 5.740], [2.489, 0.545, 2.628], [-3.130, -3.091, 0.326], [-0.835, 1.834, 0.693], [3.190, 0.759, 3.971], [2.334, 2.917, -2.200], [3.496, 4.681, -3.568], [-4.924, 0.196, -1.381], [4.909, -2.293, -2.107], [3.879, -1.593, -0.115], [-4.577, 1.237, -1.316], [1.374, 2.481, -1.918], [-6.814, -1.539, 0.554], [0.927, 4.840, -4.336], [2.962, 2.948, -1.311], [-7.982, 0.636, 0.095], [-0.580, -1.160, -1.002], [-3.637, -2.435, -0.385], [2.162, -0.200, -0.044], [-2.079, -4.381, -0.609], [5.895, -2.225, -1.605], [-7.267, 1.487, -1.224], [-3.400, -4.883, 1.432], [-2.956, -2.571, 1.269], [-0.955, 2.089, 1.748], [-4.607, -4.875, -1.145], [-5.692, 0.445, 0.641], [5.058, -0.910, 5.476], [5.143, -2.008, -3.129], [-3.986, -0.321, -1.174], [-7.818, -0.207, -1.471], [0.167, 2.143, 0.386], [4.659, -3.348, -1.946], [1.445, 0.209, 2.683], [2.777, 1.537, 4.615], [-4.928, -4.047, 0.977], [3.411, -1.259, 2.293], [-1.428, 0.240, -1.643], [-5.218, 0.127, -2.426], [3.747, 4.023, -4.395], [3.717, -1.265, 6.460], [4.341, 4.709, -2.878], [-1.582, 2.304, 0.056], [4.228, 0.918, 3.656], [-2.346, -0.966, 0.589], [3.362, -2.559, -0.018], [4.863, -1.774, 0.334], [4.090, 0.479, 6.158], [1.683, 4.952, -2.269], [3.725, 0.477, 0.005], [2.330, 1.478, 2.077], [3.341, 5.709, -3.907], [2.802, 2.228, -2.910], [-0.128, -0.199, 1.108], [0.244, 0.358, -1.267]],
  "forces_ev_per_a": [[0.16, -0.56, -0.17], [0.15, 0.08, 0.18], [0.13, -0.07, 0.06], [-0.45, 0.31, 0.15], [0.53, 0.50, 0.79], [-0.21, -0.19, 0.08], [-0.57, -0.16, 0.55], [-0.76, 0.82, 0.05], [-0.24, 1.54, 0.04], [0.24, -0.75, 0.02], [1.74, -0.09, 0.39], [0.49, 1.01, 1.10], [0.78, -0.22, -0.68], [-0.52, -0.24, -1.21], [-1.34, -0.57, -2.19], [-0.05, -0.52, -0.37], [-0.23, -0.03, -0.29], [0.53, -1.25, 0.03], [0.56, -0.52, 0.52], [0.39, -1.06, -1.23], [-0.12, -0.46, -0.55], [-0.48, 0.85, 0.69], [1.08, 1.17, 0.65], [1.48, 0.06, 0.86], [-0.56, -0.45, -1.65], [-0.29, 0.07, 0.19], [-0.06, 0.15, -0.03], [0.03, -0.34, -0.11], [0.04, 0.02, -0.04], [0.07, 0.36, -0.04], [-0.21, -0.25, -0.14], [-0.10, -0.01, 0.11], [-0.13, -0.06, -0.02], [-0.38, -0.68, 0.51], [0.26, 0.14, -0.16], [-0.13, 0.18, 0.05], [0.06, -0.17, -0.17], [-0.17, -0.24, -0.05], [-0.02, 0.07, 0.00], [-0.22, 0.29, -0.11], [-0.04, 0.19, 0.13], [0.22, -0.22, 0.04], [0.23, 0.56, -0.17], [-0.63, -0.24, -0.21], [-0.22, -0.46, -0.18], [0.12, -0.06, -0.14], [-0.08, 0.20, -0.03], [-0.57, 0.05, -0.51], [0.07, -0.42, 0.63], [-0.04, 0.04, -0.01], [-0.03, -0.29, 0.09], [-0.31, -0.15, -0.14], [-0.39, 0.20, 0.48], [-0.41, -0.70, 0.15], [-0.11, 0.00, -0.09], [-0.46, 0.27, 0.07], [-0.14, -0.11, 0.17], [-0.06, 0.11, 0.13], [-0.01, 0.87, 0.33], [-0.02, 0.08, 0.10], [-0.41, 0.24, 0.44], [0.04, 0.62, 0.17], [0.32, -0.09, 0.39], [0.48, 0.35, 0.03], [0.00, 0.05, 0.00], [0.71, 0.22, 0.08], [0.29, -0.08, -0.38], [-0.01, -0.17, 0.16], [-0.10, 0.31, 0.34], [0.07, -0.09, 0.12]],
  "lowdin_charge": [-0.0574, -0.0554, -0.1997, -0.0780, -0.0787, -0.0622, -0.2066, -0.0655, -0.2354, -0.4859, -0.1880, -0.0646, -0.0578, -0.4850, -0.4416, -0.1050, -0.2023, -0.2328, -0.0483, -0.2184, -0.0626, -0.0590, -0.0619, -0.1388, -0.2128, 0.0847, 0.0587, 0.0844, 0.0847, 0.0774, 0.0718, 0.0776, 0.0975, 0.1023, 0.0715, 0.0842, 0.0771, 0.1260, 0.1167, 0.0821, 0.1018, 0.1357, 0.0868, 0.0865, 0.0464, 0.0790, 0.0647, 0.0871, 0.1040, 0.1212, 0.1159, 0.1074, 0.0832, 0.0846, 0.0819, 0.0833, 0.0765, 0.0851, 0.1225, 0.0199, 0.1268, 0.1210, 0.0820, 0.1330, 0.1173, 0.1155, 0.0727, 0.0872, 0.1187, 0.0591],
  "homo_ev": -8.489,
  "energy_ev": -34178.2334,
  "smiles": "COCCNCCOC.CC(C)O.CC(C)O.CC(C)O.OCCO",
  "largest_force_ev_per_a": 2.6,
  "multiplicity": 1,
  "gap_ev": 9.209,
  "e_above_lowest_kj_mol": 0.00
}